No. 1
{
  "formula": "C23H19AsF6N3O2PPb",
  "method": "ωB97M-V/def2-TZVPD",
  "total_charge": 3,
  "s_squared": 0.78,
  "multiplicity": 2,
  "species": ["Pb", "O", "C", "O", "C", "C", "C", "C", "C", "C", "P", "C", "C", "C", "C", "C", "C", "C", "C", "C", "C", "C", "C", "H", "H", "H", "H", "H", "H", "H", "H", "H", "H", "H", "H", "H", "H", "F", "As", "F", "F", "F", "F", "F", "N", "C", "C", "N", "C", "C", "N", "H", "H", "H", "H", "H"],
  "coordinates": [[0.3128, -0.5431, -2.2915], [5.8316, -1.4681, -2.0307], [4.9044, -1.2688, -1.4229], [3.8749, -1.0682, -0.8194], [3.9022, -0.5478, 0.6578], [5.1397, -0.4168, 1.2254], [5.1532, 0.0415, 2.5412], [3.9577, 0.3274, 3.1827], [2.7466, 0.1657, 2.5280], [2.6663, -0.2947, 1.2017], [0.9924, -0.5038, 0.4881], [0.4013, -2.0868, 1.1064], [1.1683, -2.9308, 1.9062], [0.6482, -4.1483, 2.3239], [-0.6342, -4.5246, 1.9525], [-1.4041, -3.6888, 1.1504], [-0.8860, -2.4802, 0.7221], [0.0387, 0.8359, 1.2238], [0.3828, 2.1513, 0.8841], [-0.3110, 3.2072, 1.4499], [-1.3464, 2.9585, 2.3470], [-1.6882, 1.6551, 2.6837], [-0.9952, 0.5889, 2.1278], [6.0648, -0.6492, 0.7121], [6.1005, 0.1705, 3.0464], [3.9655, 0.6838, 4.2036], [1.8259, 0.4019, 3.0468], [2.1649, -2.6499, 2.2194], [1.2448, -4.7993, 2.9477], [-1.0387, -5.4688, 2.2909], [-2.4081, -3.9816, 0.8760], [-1.5049, -1.8171, 0.1196], [1.1852, 2.3576, 0.1875], [-0.0404, 4.2237, 1.1985], [-1.8819, 3.7873, 2.7911], [-2.4773, 1.4673, 3.3991], [-1.2474, -0.4228, 2.4183], [0.3293, 1.5776, -2.0669], [0.2925, 2.7039, -3.7986], [1.5050, 1.5347, -4.1959], [1.4483, 3.6503, -2.9919], [0.2245, 3.4954, -5.2593], [-0.9687, 3.5358, -2.9757], [-0.8829, 1.4605, -4.1667], [-5.6585, -0.9965, -3.0275], [-4.6571, -0.2320, -2.6421], [-3.3285, -0.7520, -2.5072], [-2.3322, 0.0434, -2.1335], [-2.6321, 1.3162, -1.8829], [-3.9613, 1.8212, -2.0309], [-4.9550, 1.0729, -2.3948], [-5.5562, -1.9768, -3.2655], [-6.5811, -0.5735, -3.1211], [-3.1135, -1.7873, -2.7442], [-1.8324, 1.9712, -1.5597], [-4.1492, 2.8707, -1.8311]]
}



No. 2
{
  "formula": "C2H3Cl2NO2",
  "method": "ωB97M-V/def2-TZVPD",
  "smiles": "[H]/N=C\\Cl.O=C=O.Cl",
  "total_charge": 0,
  "species": ["C", "C", "N", "O", "O", "Cl", "Cl", "H", "H", "H"],
  "coordinates": [[-3.2651, -1.8015, 0.4707], [-0.0213, 1.1315, -0.9025], [0.1926, 1.3499, 0.3355], [-2.5156, -2.3647, -0.1788], [-3.9670, -1.2846, 1.2166], [-1.4022, 0.5941, -1.7768], [0.2610, -2.9532, 0.4981], [-0.4580, 1.1124, 1.1117], [1.0454, -3.7079, -0.0753], [0.7976, 1.2350, -1.5283]]
}



No. 3
{
  "formula": "C11H11CoF3N4O3S5",
  "method": "ωB97M-V/def2-TZVPD",
  "total_charge": -1,
  "species": ["Co", "F", "C", "F", "F", "C", "C", "C", "C", "N", "C", "S", "H", "H", "H", "C", "N", "C", "C", "N", "C", "S", "H", "H", "H", "H", "H", "H", "H", "H", "S", "C", "N", "O", "S", "O", "O", "S"],
  "coordinates": [[-0.4166, -0.1301, -0.8246], [-5.8934, 0.1162, 0.3765], [-5.4547, -0.0719, -0.8895], [-5.2790, -1.3823, -1.0558], [-6.4758, 0.3012, -1.6975], [-4.2275, 0.7384, -1.1704], [-4.3786, 2.0746, -1.5087], [-3.2755, 2.8837, -1.7259], [-2.0202, 2.3178, -1.5987], [-1.8811, 1.0376, -1.2858], [-2.9325, 0.2195, -1.0489], [-2.3214, -1.3399, -0.6132], [-5.3773, 2.4826, -1.6027], [-3.3816, 3.9266, -1.9835], [-1.1054, 2.8818, -1.7373], [2.9506, 1.1248, 2.2853], [3.2208, -0.2420, 1.9316], [2.5044, -1.3357, 2.5664], [2.9407, -2.5634, 1.7530], [3.9224, -2.0099, 0.8229], [3.9631, -0.6463, 0.8766], [4.8412, 0.3178, -0.1603], [3.1881, 1.3002, 3.3385], [1.8973, 1.3630, 2.1147], [3.5585, 1.7734, 1.6600], [1.4245, -1.1708, 2.5148], [2.7914, -1.4158, 3.6191], [2.1029, -3.0110, 1.2223], [3.3979, -3.3266, 2.3843], [3.9806, -2.3989, -0.1040], [1.6617, 3.9561, -0.4635], [1.1705, 2.4231, -0.6023], [0.8130, 1.3120, -0.6869], [0.0047, -3.5786, -1.0268], [0.8963, -2.4741, -1.2668], [0.7926, -1.4303, -0.1610], [2.2669, -2.8168, -1.5416], [0.1307, -1.2060, -2.7107]]
}



No. 4
{
  "formula": "C5H9NO",
  "method": "ωB97M-V/def2-TZVPD",
  "smiles": "[H]/N=C/C[C@@H](C)C=O",
  "total_charge": 0,
  "species": ["C", "C", "C", "C", "C", "N", "O", "H", "H", "H", "H", "H", "H", "H", "H", "H"],
  "coordinates": [[-0.5375, 0.2931, -0.3765], [0.8892, 0.2877, 0.1056], [-1.5353, -0.2302, 0.6477], [-0.8906, 1.7989, -0.7220], [1.4406, -1.1807, 0.0800], [2.6233, -1.4173, -0.3622], [-1.6539, 2.1089, -1.6246], [-0.6392, -0.2640, -1.3147], [2.8582, -2.4130, -0.2641], [-0.5086, 2.5693, -0.0234], [1.5425, 0.8934, -0.5314], [0.9729, 0.6497, 1.1352], [0.8243, -1.9856, 0.5152], [-2.5451, 0.1458, 0.4513], [-1.2634, 0.0677, 1.6657], [-1.5774, -1.3239, 0.6183]]
}



No. 5
{
  "formula": "C25H30ClN3O4S",
  "method": "ωB97M-V/def2-TZVPD",
  "smiles": "CCCCN(CCCC)C(=O)c1c[nH]c2ccc(S(=O)(=O)Nc3cccc(Cl)c3C)cc2c1=O",
  "total_charge": 0,
  "species": ["C", "C", "C", "H", "C", "N", "C", "O", "C", "C", "N", "C", "C", "C", "C", "C", "C", "C", "O", "H", "S", "O", "O", "N", "C", "C", "C", "C", "C", "C", "C", "H", "H", "H", "Cl", "H", "H", "H", "H", "H", "H", "H", "H", "C", "H", "H", "C", "C", "C", "H", "H", "H", "H", "H", "H", "H", "H", "H", "H", "H", "H", "H", "H", "H"],
  "coordinates": [[-6.9064, -2.4344, -2.0156], [-6.3698, -1.1135, -2.5563], [-4.9537, -0.7977, -2.0777], [-4.2885, -1.6262, -2.3317], [-4.8864, -0.5212, -0.5742], [-3.5603, -0.0855, -0.1769], [-3.3572, 1.2308, 0.0091], [-4.2505, 2.0600, -0.0778], [-1.9801, 1.7055, 0.3919], [-1.9120, 2.5253, 1.4694], [-0.7688, 3.1262, 1.8772], [0.3931, 3.0001, 1.1693], [1.5615, 3.6515, 1.5874], [2.7183, 3.5198, 0.8556], [2.7197, 2.7397, -0.2955], [1.5863, 2.0962, -0.7230], [0.4006, 2.2092, 0.0072], [-0.8109, 1.5020, -0.4566], [-0.8006, 0.8163, -1.4684], [1.5887, 1.5011, -1.6224], [4.2262, 2.6028, -1.2475], [3.9985, 3.0939, -2.5718], [5.3107, 3.1412, -0.4826], [4.3927, 0.9417, -1.4369], [5.0511, 0.1388, -0.5133], [4.9339, 0.4394, 0.8390], [5.5633, -0.3482, 1.7837], [6.2983, -1.4508, 1.3918], [6.4026, -1.7483, 0.0418], [5.7993, -0.9701, -0.9396], [5.9298, -1.2769, -2.4022], [6.3263, -0.4145, -2.9387], [4.9605, -1.5373, -2.8282], [6.6043, -2.1137, -2.5564], [7.3337, -3.1412, -0.3965], [6.7902, -2.0771, 2.1185], [5.4775, -0.1052, 2.8312], [4.3584, 1.3000, 1.1361], [4.4919, 0.6839, -2.4056], [3.6355, 4.0067, 1.1476], [1.5411, 4.2587, 2.4805], [-0.7766, 3.7218, 2.6931], [-2.7955, 2.7249, 2.0590], [-2.5695, -1.1110, 0.0708], [-1.6285, -0.8497, -0.4141], [-2.9281, -2.0329, -0.3905], [-2.3466, -1.3495, 1.5679], [-1.2988, -2.4328, 1.8088], [-1.0578, -2.6663, 3.2950], [-1.9770, -2.9765, 3.7870], [-0.7049, -1.7548, 3.7728], [-0.3108, -3.4420, 3.4433], [-1.6290, -3.3643, 1.3445], [-0.3628, -2.1377, 1.3293], [-3.2913, -1.6426, 2.0324], [-2.0213, -0.4185, 2.0378], [-5.5819, 0.2834, -0.3236], [-5.1455, -1.4128, 0.0014], [-4.5900, 0.0912, -2.5960], [-6.3627, -1.1568, -3.6474], [-7.0371, -0.3012, -2.2619], [-6.2266, -3.2493, -2.2562], [-7.0322, -2.3953, -0.9367], [-7.8744, -2.6565, -2.4587]]
}



No. 6
{
  "formula": "C11H32F3N3O7S",
  "method": "ωB97M-V/def2-TZVPD",
  "total_charge": 0,
  "species": ["N", "H", "H", "H", "H", "C", "F", "F", "F", "S", "O", "O", "O", "C", "C", "O", "O", "H", "H", "H", "H", "H", "H", "C", "C", "C", "O", "C", "N", "H", "H", "H", "H", "H", "H", "H", "H", "H", "H", "H", "C", "C", "C", "O", "C", "N", "H", "H", "H", "H", "H", "H", "H", "H", "H", "H", "H"],
  "coordinates": [[0.1266, 0.0794, 0.2010], [-0.3965, 0.7527, 0.7843], [-0.2893, 0.1115, -0.7695], [0.1339, -0.9129, 0.5219], [1.0560, 0.5407, 0.0950], [4.1492, 2.8058, -1.0592], [3.1667, 3.6712, -0.8454], [4.0766, 2.3153, -2.3003], [5.3245, 3.4067, -0.9741], [4.0283, 1.4041, 0.1770], [5.0416, 0.4603, -0.2474], [4.2381, 2.0435, 1.4586], [2.6571, 0.8835, 0.0764], [-0.9811, -3.0466, 1.2936], [-2.1266, -3.0232, 0.3253], [-2.0278, -4.0929, -0.6076], [0.2411, -2.6135, 0.7093], [-0.9037, -4.0378, 1.7512], [-1.1676, -2.3734, 2.1359], [-2.2550, -2.0450, -0.1404], [-3.0835, -3.1795, 0.8432], [-2.1757, -4.9343, -0.1711], [0.4829, -3.2044, -0.0158], [1.3267, 0.3661, -3.4638], [-0.1099, -0.1748, -3.6839], [-0.1787, -1.6887, -3.8401], [0.4465, -2.0538, -5.0395], [0.3116, -3.4274, -5.2956], [-0.8711, 0.2203, -2.4776], [1.2195, 1.4543, -3.4208], [1.9076, 0.1561, -4.3602], [1.7600, 0.0684, -2.5114], [-0.5043, 0.3686, -4.5470], [-1.2296, -2.0075, -3.8328], [0.3538, -2.1187, -2.9824], [0.7382, -3.7051, -6.2609], [-0.7580, -3.6566, -5.3691], [0.8187, -4.0979, -4.5940], [-1.8109, -0.1722, -2.6029], [-1.0961, 1.2141, -2.5022], [0.6205, 2.6138, 2.6952], [-0.6557, 1.8080, 2.9163], [-1.3645, 2.1455, 4.2304], [-2.2168, 1.0705, 4.5422], [-2.9226, 1.2383, 5.7452], [-1.5296, 2.0751, 1.7694], [0.3538, 3.6200, 2.3427], [1.1857, 2.2058, 1.8574], [1.2694, 2.8584, 3.5333], [-0.4591, 0.7336, 2.9622], [-1.8715, 3.1152, 4.1233], [-0.6499, 2.2668, 5.0573], [-2.2932, 1.4475, 6.6233], [-3.3392, 0.2713, 6.0246], [-3.6376, 2.0607, 5.6801], [-2.4496, 1.6633, 1.8916], [-1.6799, 3.0497, 1.5481]]
}



For reference, E_tot by record: -4570.830715 -1203.634800 -4544.008231 -325.872733 -2294.298992 -1827.004409 Ha.
For reference, energy relative to the best compared isomer or geometry (same formula, charge and spin) by record: 18.4 44.0 111.4 170.2 59.3 85.6 kJ/mol.